1.
# C42H107IN5O14S2

14 unconnected molecules or ions with the total composition C42H107IN5O14S2 in a non-equilibrium geometry (the ωB97M-V functional and the def2-TZVPD basis, the Open Molecules 2025 dataset).

Structure (XYZ):
```
171
Properties=species:S:1:pos:R:3:mulliken_charge:R:1
C 4.549 -1.760 1.156 -0.65
C 3.957 -3.058 0.344 -0.04
I 4.257 -4.852 1.636 0.06
C 2.308 -2.905 0.101 -0.85
N 1.973 -2.288 -1.255 0.00
C 1.678 -0.931 -1.439 0.16
N 1.380 -0.512 -2.864 -0.33
C 0.429 0.662 -2.945 -0.62
C -0.225 1.072 -1.461 0.30
C -1.015 2.504 -1.664 -0.89
C -2.608 2.433 -1.280 -0.66
C -2.829 2.134 0.337 0.06
C -4.488 2.121 0.547 -0.17
C -4.985 0.774 1.341 -0.87
C -4.713 -0.598 0.447 -0.19
C -5.737 -1.748 1.078 -0.73
S -5.657 -3.221 -0.106 -0.17
C -6.711 -2.863 -1.632 0.41
N -6.645 -3.433 -3.043 -0.35
N -7.688 -2.802 -3.709 -0.19
C -8.406 -1.845 -2.761 0.00
O -7.778 -1.852 -1.407 -0.20
C 1.110 1.335 -0.487 -0.27
S 0.686 2.073 1.181 -0.21
N 1.736 -0.018 -0.234 0.08
H 5.179 -2.044 2.125 0.21
H 3.612 -1.156 1.571 0.06
H 5.233 -1.048 0.503 0.22
H 4.536 -3.274 -0.659 0.27
H 1.836 -2.341 1.014 0.36
H 1.817 -3.993 0.107 0.42
H 1.979 -2.970 -2.073 0.31
H 0.853 -1.317 -3.291 0.42
H -0.431 0.532 -3.731 0.20
H 1.086 1.612 -3.246 0.26
H -0.907 0.207 -1.023 0.19
H -0.510 3.412 -1.088 0.34
H -0.961 2.803 -2.814 0.30
H -3.081 1.566 -1.923 0.17
H -3.172 3.442 -1.561 0.30
H -2.313 2.986 0.980 0.30
H -2.378 1.087 0.665 -0.07
H -4.777 3.076 1.183 -0.01
H -5.030 2.103 -0.515 0.21
H -6.131 0.825 1.607 0.41
H -4.388 0.615 2.356 0.24
H -3.592 -0.932 0.520 0.18
H -5.007 -0.484 -0.687 0.23
H -6.795 -1.253 1.157 0.38
H -5.395 -2.030 2.162 0.45
H -9.327 -1.166 -3.028 0.29
H 1.845 2.002 -1.110 0.28
H -0.025 1.147 1.969 0.17
H 2.748 0.084 0.000 0.25
C -9.521 0.869 -5.704 -0.86
C -8.803 2.202 -5.711 -0.24
O -7.899 2.272 -4.618 -0.45
H -10.070 0.732 -4.766 0.16
H -10.225 0.801 -6.538 0.36
H -8.806 0.043 -5.777 0.27
H -9.519 3.023 -5.615 0.32
H -8.241 2.340 -6.640 0.20
H -7.262 1.543 -4.717 0.22
C 6.682 -6.736 -2.812 -1.08
C 5.595 -6.027 -2.032 0.06
O 5.652 -4.630 -2.281 -0.52
H 7.669 -6.354 -2.532 0.34
H 6.654 -7.814 -2.627 0.20
H 6.565 -6.560 -3.887 0.36
H 5.728 -6.187 -0.958 0.18
H 4.604 -6.394 -2.316 0.16
H 5.524 -4.497 -3.236 0.28
C -5.319 0.062 -6.596 -0.94
C -4.601 1.395 -6.603 -0.24
O -3.697 1.465 -5.510 -0.45
H -5.868 -0.075 -5.659 0.10
H -6.023 -0.006 -7.430 0.34
H -4.604 -0.764 -6.670 0.44
H -5.317 2.217 -6.507 0.25
H -4.039 1.534 -7.532 0.29
H -3.060 0.736 -5.610 0.23
C 5.482 -11.040 -2.450 -1.02
C 4.395 -10.331 -1.669 -0.29
O 4.452 -8.934 -1.919 -0.45
H 6.469 -10.658 -2.170 0.25
H 5.454 -12.118 -2.265 0.37
H 5.365 -10.864 -3.524 0.32
H 4.528 -10.491 -0.595 0.27
H 3.404 -10.698 -1.953 0.26
H 4.324 -8.801 -2.874 0.28
C 8.565 -1.254 4.493 -1.01
C 7.697 -0.108 4.016 -0.24
O 6.326 -0.446 4.158 -0.34
H 8.350 -2.163 3.921 0.25
H 9.626 -1.012 4.387 0.35
H 8.359 -1.484 5.544 0.31
H 7.890 0.104 2.960 0.28
H 7.897 0.801 4.592 0.24
H 6.163 -0.624 5.100 0.17
C 3.442 1.595 6.150 -0.61
C 3.999 1.160 7.490 -0.56
O 5.068 0.246 7.297 -0.49
H 3.085 0.730 5.582 0.20
H 2.613 2.297 6.282 0.20
H 4.218 2.075 5.545 0.30
H 3.226 0.662 8.082 0.41
H 4.369 2.019 8.058 0.29
H 5.752 0.701 6.777 0.26
C 2.842 5.970 6.175 -0.73
C 3.399 5.535 7.515 -0.33
O 4.468 4.621 7.322 -0.45
H 2.485 5.105 5.607 0.16
H 2.013 6.672 6.307 0.14
H 3.618 6.450 5.570 0.41
H 2.626 5.037 8.107 0.26
H 3.769 6.394 8.083 0.31
H 5.152 5.076 6.802 0.26
C -2.271 7.294 4.782 -1.05
C -0.804 7.424 5.133 -0.18
O -0.427 6.394 6.036 -0.48
H -2.889 7.353 5.684 0.27
H -2.578 8.083 4.091 0.35
H -2.474 6.322 4.321 0.27
H -0.609 8.387 5.614 0.30
H -0.178 7.353 4.238 0.25
H -0.596 5.543 5.596 0.27
C 2.907 -3.476 6.229 -1.03
C 2.001 -2.353 5.767 0.03
O 1.809 -1.421 6.820 -0.52
H 2.476 -3.987 7.096 0.29
H 3.062 -4.206 5.429 0.29
H 3.880 -3.084 6.542 0.29
H 1.023 -2.747 5.475 0.32
H 2.432 -1.829 4.908 0.06
H 2.682 -1.071 7.066 0.22
C 2.362 3.908 -6.117 -0.85
C 2.948 4.295 -4.775 -0.24
O 3.111 3.140 -3.965 -0.48
H 1.394 3.414 -5.985 0.28
H 2.226 4.788 -6.752 0.35
H 3.015 3.197 -6.634 0.12
H 2.282 4.988 -4.252 0.32
H 3.922 4.779 -4.897 0.24
H 3.710 2.535 -4.434 0.26
C 6.807 2.017 -7.856 -0.98
C 5.901 3.139 -8.318 -0.25
O 5.709 4.072 -7.265 -0.47
H 6.376 1.506 -6.989 0.23
H 6.962 1.286 -8.656 0.33
H 7.780 2.408 -7.543 0.32
H 4.923 2.746 -8.610 0.28
H 6.332 3.663 -9.177 0.28
H 6.582 4.421 -7.019 0.28
C -5.618 -6.673 2.941 -0.96
C -6.705 -5.963 3.722 -0.22
O -6.648 -4.567 3.472 -0.47
H -4.631 -6.291 3.221 0.24
H -5.646 -7.751 3.126 0.35
H -5.735 -6.497 1.867 0.28
H -6.572 -6.124 4.796 0.29
H -7.696 -6.331 3.438 0.26
H -6.776 -4.434 2.517 0.22
C -7.692 4.442 -0.321 -0.83
C -8.156 5.064 0.980 -0.28
O -7.245 4.746 2.021 -0.51
H -7.615 3.354 -0.221 0.14
H -8.386 4.674 -1.134 0.37
H -6.696 4.808 -0.592 0.27
H -9.141 4.679 1.258 0.30
H -8.222 6.153 0.892 0.26
H -6.375 5.099 1.768 0.27
```

Calculated values
LUMO energy ... -3.271 eV
Total charge ... +1



2.
# C42H108F2HgN7O22S2

A molecular structure, C42H108F2HgN7O22S2 in a non-equilibrium geometry (the ωB97M-V functional and the def2-TZVPD basis, the Open Molecules 2025 dataset).

Structure (XYZ):
```
184
Properties=species:S:1:pos:R:3:mulliken_charge:R:1
Hg 5.727 3.841 2.286 1.41
N 7.310 5.283 1.986 0.50
S 8.818 5.464 2.241 -0.74
O 9.184 5.985 3.549 -0.23
O 9.801 5.585 1.178 -0.16
F 9.027 3.864 2.595 -0.49
S 7.289 6.914 1.521 0.84
O 7.688 7.143 0.097 0.05
O 7.511 8.019 2.414 -0.28
F 5.682 6.947 1.367 -0.35
C 10.801 1.453 4.214 -0.15
C 12.184 1.615 3.552 0.40
O 13.066 2.470 4.308 -0.52
O 10.737 0.855 5.446 -0.56
H 10.048 1.002 3.568 0.34
H 10.335 2.416 4.423 0.03
H 12.136 2.037 2.549 -0.37
H 12.601 0.618 3.407 0.28
H 12.994 2.150 5.211 0.33
H 9.871 1.036 5.819 0.33
C 11.021 6.804 7.126 0.23
C 9.638 6.104 6.996 -0.12
O 8.600 6.999 7.405 -0.47
O 11.374 7.238 8.450 -0.53
H 11.152 7.666 6.471 -0.17
H 11.768 6.052 6.873 0.31
H 9.627 5.166 7.552 0.35
H 9.419 5.818 5.968 -0.18
H 8.654 7.100 8.358 0.33
H 10.566 7.051 8.934 0.33
C 9.248 6.526 -2.835 0.34
C 10.593 5.918 -2.463 0.86
O 11.769 6.667 -2.817 -0.66
O 9.060 6.441 -4.252 -0.63
H 9.208 7.501 -2.351 0.04
H 8.510 5.862 -2.385 -0.36
H 10.668 4.962 -2.981 0.32
H 10.679 5.658 -1.409 -0.63
H 12.368 6.619 -2.069 0.33
H 9.824 6.934 -4.559 0.43
C 11.865 8.185 0.616 0.38
O 10.939 9.017 -0.009 -0.32
C 10.246 9.925 0.902 0.78
C 9.406 10.849 -0.002 0.15
N 10.139 11.640 -0.996 -0.49
C 9.154 12.389 -1.791 0.06
C 9.858 13.456 -2.653 -0.97
O 9.236 13.876 -3.816 -0.31
C 7.936 14.350 -3.586 -0.68
H 12.701 8.711 1.078 0.09
H 12.297 7.543 -0.151 -0.33
H 11.383 7.601 1.400 0.07
H 11.112 10.446 1.311 0.30
H 9.687 9.582 1.772 -0.63
H 8.932 11.567 0.668 0.48
H 8.514 10.374 -0.412 -0.85
H 10.542 10.904 -1.558 0.44
H 8.465 12.769 -1.037 0.32
H 8.498 11.765 -2.398 0.10
H 10.796 13.007 -2.980 0.31
H 10.187 14.279 -2.019 0.38
H 7.818 15.015 -2.731 0.40
H 7.306 13.486 -3.371 0.16
H 7.453 14.888 -4.402 0.30
C 5.510 6.352 4.666 -0.53
O 4.854 5.590 3.669 -0.22
C 3.461 5.820 3.526 -0.45
C 2.957 5.139 2.159 -0.71
N 3.353 3.756 2.109 -0.10
C 2.968 3.236 0.834 -0.83
C 3.726 3.843 -0.394 -0.77
O 5.041 4.333 -0.055 -0.04
C 5.727 4.974 -1.117 -0.78
H 5.378 5.876 5.638 0.36
H 5.240 7.408 4.699 0.26
H 6.587 6.269 4.520 -0.03
H 3.319 6.901 3.515 0.32
H 2.955 5.324 4.354 0.45
H 3.486 5.666 1.364 0.04
H 1.880 5.229 2.019 0.56
H 2.693 3.316 2.734 0.26
H 1.922 3.033 0.603 0.42
H 3.348 2.219 0.928 0.35
H 3.107 4.665 -0.753 0.41
H 3.916 3.161 -1.223 0.51
H 5.348 5.993 -1.193 0.32
H 5.626 4.460 -2.073 0.56
H 6.795 4.926 -0.900 -0.17
C 7.230 13.622 -7.033 -0.81
O 6.600 12.604 -6.256 -0.36
C 7.514 11.514 -5.983 -0.42
C 6.875 10.329 -5.272 -0.93
N 6.676 10.400 -3.765 0.00
C 6.157 9.121 -3.232 -1.08
C 5.761 9.273 -1.708 1.07
O 4.925 10.402 -1.433 -0.51
C 5.620 11.471 -0.863 0.20
H 6.609 14.514 -7.122 0.26
H 7.368 13.263 -8.053 0.33
H 8.186 13.935 -6.613 0.32
H 8.404 11.796 -5.421 0.22
H 7.868 11.056 -6.907 0.50
H 7.486 9.434 -5.389 0.43
H 5.880 10.140 -5.675 0.42
H 6.062 11.185 -3.604 0.14
H 6.907 8.337 -3.330 0.31
H 5.212 8.874 -3.718 0.47
H 6.721 9.282 -1.193 -0.76
H 5.161 8.463 -1.292 0.09
H 4.958 12.255 -0.495 0.48
H 6.186 11.852 -1.713 -0.49
H 6.337 11.220 -0.081 -0.02
C 16.931 6.569 2.103 -0.78
O 16.184 7.764 2.037 -0.08
C 16.605 8.759 2.953 -0.92
C 15.623 9.850 2.807 -0.45
N 14.540 9.783 3.708 -0.33
C 13.592 10.905 3.464 -0.48
C 12.425 10.840 4.490 -0.96
O 11.550 9.867 4.044 0.31
C 10.222 9.916 4.571 -1.12
H 17.981 6.825 1.961 0.36
H 16.706 5.891 1.280 0.09
H 16.786 6.152 3.100 0.35
H 17.587 9.101 2.627 0.46
H 16.615 8.450 3.998 0.42
H 15.348 9.968 1.758 0.26
H 16.136 10.744 3.161 0.40
H 14.070 8.889 3.712 0.22
H 13.134 10.789 2.482 0.18
H 14.075 11.877 3.563 0.48
H 12.038 11.856 4.575 0.42
H 12.713 10.445 5.464 0.38
H 10.119 9.627 5.617 0.42
H 9.573 9.264 3.985 -0.01
H 9.726 10.885 4.513 0.44
C 14.921 6.596 -1.541 -0.83
O 13.755 5.763 -1.274 -0.47
C 13.866 5.065 -0.068 -0.59
C 12.708 4.077 0.156 0.58
N 12.597 3.027 -0.900 -0.49
C 11.345 2.227 -0.703 0.48
C 11.025 1.173 -1.812 -0.89
O 10.901 1.757 -3.090 -0.35
C 9.548 2.169 -3.412 -0.51
H 14.858 7.067 -2.522 0.31
H 15.837 6.007 -1.581 0.38
H 15.132 7.407 -0.843 0.23
H 13.794 5.775 0.756 0.15
H 14.814 4.541 0.053 0.51
H 11.731 4.554 0.244 -0.54
H 12.862 3.545 1.095 0.13
H 12.533 3.488 -1.796 0.38
H 10.562 2.973 -0.569 -0.05
H 11.412 1.699 0.248 0.00
H 10.173 0.590 -1.464 0.41
H 11.906 0.533 -1.864 0.40
H 9.472 2.660 -4.382 0.28
H 9.226 2.955 -2.728 0.02
H 8.894 1.297 -3.377 0.36
C 6.493 13.580 4.361 -0.71
O 7.212 12.729 5.271 -0.42
C 6.629 11.418 5.298 -0.86
C 6.581 10.690 3.935 0.70
N 5.198 10.794 3.426 -0.10
C 4.861 9.921 2.305 1.36
C 3.486 10.146 1.629 -0.91
O 2.512 9.960 2.643 -0.31
C 1.272 10.572 2.291 -0.84
H 5.407 13.607 4.458 0.31
H 6.624 13.381 3.298 0.16
H 6.798 14.622 4.453 0.34
H 5.629 11.596 5.693 0.67
H 7.187 10.786 5.988 0.34
H 6.892 9.657 4.091 -0.53
H 7.278 11.135 3.224 -0.05
H 4.677 10.600 4.269 0.36
H 4.715 8.916 2.701 -0.83
H 5.645 9.842 1.552 -0.30
H 3.476 9.459 0.783 0.33
H 3.530 11.153 1.214 0.48
H 0.697 10.037 1.535 0.31
H 1.430 11.599 1.962 0.33
H 0.642 10.628 3.179 0.28
```

Calculated values
LUMO energy ... -6.962 eV
Total charge ... +1